# 1
89
Properties=species:S:1:pos:R:3:forces:R:3 method="wB97M-V/def2-TZVPD" molar_mass_da=795.2 total_charge=+2 total_energy_ha=-7138.8899 relative_energy_kcal_mol=0.0
N 8.73885 3.04602 -4.35463 -0.11 0.11 0.15
C 9.01457 2.59097 -3.12722 -0.51 -0.27 0.03
C 8.08146 1.89242 -2.34218 -0.32 0.18 -0.33
C 6.76697 1.65982 -2.84495 1.42 -0.19 -0.99
C 6.52292 2.13739 -4.16457 0.39 0.15 0.28
C 7.52370 2.84318 -4.86246 -0.36 -0.61 0.51
C 5.71301 0.98091 -2.09137 0.05 -0.30 -0.68
Sr 2.67962 -1.09470 -0.43263 -1.31 -1.59 2.13
P -3.08859 -4.30968 -0.85371 -0.99 -0.87 0.02
C 4.59612 0.45093 -2.70351 0.85 0.67 -0.18
C 3.24856 0.65883 -2.24064 -0.06 -0.78 0.40
C 2.20828 -0.13155 -2.80435 0.10 0.51 0.19
C 0.90204 -0.02166 -2.35552 -0.89 0.51 -0.36
C 0.56135 0.87758 -1.30593 1.30 0.43 -0.25
C 1.64704 1.46449 -0.61514 -0.69 0.97 0.25
C 2.94098 1.43912 -1.10324 0.36 0.09 -0.82
Br -0.43389 -1.24963 0.30123 0.85 -0.49 -0.08
H 5.87168 0.87793 -1.01547 -0.43 0.78 0.03
H 4.68422 0.03843 -3.71164 0.04 0.66 -0.02
H 8.40506 1.53471 -1.36624 -0.25 0.06 -0.11
H 5.56378 1.98754 -4.65403 0.08 0.11 0.21
H 10.02941 2.79212 -2.75925 -0.50 -0.17 -0.11
H 7.32582 3.23808 -5.86967 0.13 -0.22 0.52
H 2.50926 -0.87525 -3.53335 -0.32 0.06 -0.27
H 3.71804 2.04620 -0.64793 -0.08 -0.13 0.13
H 0.11774 -0.65287 -2.78291 0.24 0.30 0.00
H 1.46308 1.98949 0.33279 -0.06 0.03 -0.56
P -0.98911 1.81886 -1.14528 -0.58 0.20 0.29
C -1.35395 -4.61629 -0.36772 0.03 0.23 -0.02
C -1.01620 -6.08451 -0.64232 0.25 0.17 0.18
H -1.27851 -4.37219 0.70046 0.07 -0.13 -0.15
H -0.70978 -3.90781 -0.90609 0.13 -0.25 0.15
H -0.05847 -6.33747 -0.18031 0.00 -0.14 -0.12
H -1.78837 -6.73828 -0.21714 0.22 0.13 -0.18
H -0.94284 -6.27482 -1.71908 -0.08 -0.07 0.19
C -2.98273 -3.48797 -2.49233 0.21 0.04 0.08
C -4.25850 -3.72464 -3.31060 0.17 0.16 -0.15
H -2.10674 -3.91147 -3.00422 -0.17 0.10 0.02
H -2.79408 -2.41973 -2.31203 0.04 -0.01 -0.29
H -4.11451 -3.37771 -4.33816 -0.12 0.00 0.07
H -4.51358 -4.79141 -3.34934 0.07 0.29 0.09
H -5.10905 -3.17784 -2.88720 0.10 -0.17 -0.04
C -3.67784 -2.96753 0.25484 0.21 0.16 -0.03
C -4.55489 -3.53739 1.37847 -0.08 0.34 -0.13
H -4.26683 -2.29250 -0.38557 0.08 -0.04 0.24
H -2.80638 -2.41019 0.63606 -0.45 -0.08 -0.02
H -4.88417 -2.72603 2.03808 0.00 -0.20 0.01
H -5.44621 -4.01188 0.94482 0.27 0.04 0.21
H -4.02097 -4.28114 1.98166 -0.10 0.12 -0.14
C -1.71287 1.91328 0.50371 0.26 -0.52 0.41
C -2.77883 3.00277 0.64509 -0.03 0.41 -0.11
H -0.89438 2.02185 1.23203 -0.13 -0.02 -0.15
H -2.13062 0.92000 0.70560 0.09 0.12 -0.14
H -2.34886 3.96980 0.93762 -0.06 -0.24 -0.20
H -3.35744 3.14884 -0.27519 0.05 0.02 0.19
H -3.48875 2.71973 1.42499 0.11 -0.02 -0.09
C -2.23529 1.17785 -2.28202 0.15 -0.23 0.07
C -2.03509 1.54640 -3.75237 -0.03 0.04 -0.09
H -3.19878 1.55776 -1.92342 0.13 -0.08 0.04
H -2.23920 0.09083 -2.11118 -0.07 0.15 -0.05
H -2.19296 2.61870 -3.91051 0.13 -0.20 -0.02
H -1.04060 1.27020 -4.12363 -0.22 0.08 0.02
H -2.78450 1.02097 -4.34833 0.15 0.04 0.01
C -0.49863 3.50765 -1.64965 -0.10 -0.37 -0.58
C 0.23633 4.37237 -0.62409 0.33 0.21 0.24
H -1.39865 4.01804 -2.02420 0.13 -0.29 0.14
H 0.14961 3.34339 -2.52170 -0.26 0.13 0.00
H 1.27489 4.51067 -0.94100 -0.15 -0.04 0.21
H -0.21038 5.36816 -0.57937 0.02 -0.16 0.01
H 0.24010 3.97018 0.39506 -0.04 0.04 -0.17
C 0.23678 -1.63292 4.28570 0.16 -0.12 -0.29
N -0.42850 -0.37567 4.57267 0.56 0.63 -0.60
C -0.08252 0.82472 4.00087 -1.66 -0.69 1.81
Se 1.28593 1.09255 2.81726 0.29 0.39 -0.23
N -0.87757 1.75584 4.64880 0.58 -0.21 -0.81
C -1.61648 1.16573 5.67682 0.41 -0.21 0.47
C -2.29512 1.72892 6.75876 -0.30 -0.41 -0.02
C -2.65253 0.86103 7.80605 0.07 0.24 -0.40
C -2.31664 -0.51167 7.78024 0.11 0.04 -0.61
C -1.64626 -1.06610 6.67592 -0.47 0.27 0.27
C -1.32054 -0.19667 5.63338 0.42 0.30 0.34
H -0.16283 -2.37801 4.97273 0.14 0.00 -0.23
H 1.32097 -1.53579 4.43218 -0.30 0.02 0.06
H 0.04955 -1.92942 3.24505 -0.02 0.04 0.31
H -0.80086 2.75527 4.49716 0.10 -0.37 -0.01
H -2.53178 2.79466 6.73246 0.04 -0.35 0.36
H -3.19849 1.25383 8.67020 0.28 -0.12 -0.39
H -2.58590 -1.13656 8.63748 0.13 0.21 -0.43
H -1.36965 -2.12003 6.61036 -0.17 0.36 0.30

# 2
26
Properties=species:S:1:pos:R:3:forces:R:3 method="wB97M-V/def2-TZVPD" multiplicity=2 molar_mass_da=510.5 total_charge=+2 total_energy_ha=-2756.8695 s_squared=0.755 relative_energy_kcal_mol=41.6
C -3.48755 1.45757 -4.65807 -1.13 0.62 0.74
C -2.63568 0.85727 -3.61677 0.86 -3.34 -1.16
H -4.28833 0.73954 -4.88975 0.20 -0.09 -0.05
H -2.93350 1.75576 -5.55106 0.45 -0.22 0.12
H -3.95361 2.37813 -4.26350 0.20 -0.29 -0.13
O -2.21558 -0.20187 -3.23811 -1.49 4.30 -1.41
I 0.01045 4.14098 -3.39344 -0.74 -0.92 0.07
Yb -1.02123 1.78462 -1.99380 1.48 0.13 1.68
P 1.43823 -0.59649 -1.53983 2.30 -0.51 -1.05
C 1.41481 -2.41722 -1.64324 -0.69 -0.12 0.85
C 1.13156 -0.16098 -3.29246 -0.60 0.49 -0.01
H 3.53357 0.65262 -1.47036 0.08 -0.18 -0.02
H 3.70648 -0.89826 -2.36452 -0.23 0.05 0.16
H 3.64485 -0.88714 -0.57114 -0.08 0.20 -0.30
C 3.26695 -0.40735 -1.48684 -0.27 0.60 0.77
H 1.31980 0.90726 -3.50910 0.04 -0.35 0.05
H 1.87563 -0.76774 -3.83543 -0.38 0.31 -0.02
H 2.00088 -2.70257 -2.52549 -0.12 0.07 0.18
H 0.39172 -2.78838 -1.70660 0.19 -0.27 -0.09
H 0.11972 -0.45553 -3.62626 0.52 -0.02 0.00
H 1.88684 -2.79810 -0.72565 -0.18 -0.05 -0.35
C -1.63865 -1.06293 -1.08734 -1.00 -2.03 0.23
O -2.21789 -2.03829 -1.10581 1.04 1.62 0.26
Cl 1.01544 1.89306 -0.38484 0.32 -0.26 -0.72
O -1.17822 0.71264 2.03109 0.23 0.46 -3.22
C -1.18671 0.90341 0.90081 -1.00 -0.22 3.43

# 3
83
Properties=species:S:1:pos:R:3:forces:R:3 method="wB97M-V/def2-TZVPD" molar_mass_da=692.3 total_charge=+1 total_energy_ha=-2945.8278 relative_energy_kcal_mol=0.0
C -4.81777 5.49768 -0.20341 -0.85 0.30 -0.19
C -5.91492 5.20769 -1.25299 -0.32 -0.38 0.67
C -5.93795 3.76050 -1.82797 0.62 0.54 -0.64
C -4.65516 2.94352 -1.62102 0.10 -0.81 -0.41
C -3.55145 3.31593 -2.65056 -0.47 -0.42 -0.33
P -1.97090 2.44198 -2.32728 -0.64 0.80 1.23
C -1.56045 2.74790 -0.55196 0.72 -0.22 -1.12
C -0.17451 2.16395 -0.15232 -0.31 -0.47 0.00
C -0.25458 1.35511 1.15985 0.42 0.62 -0.15
C -0.97642 2.12934 2.27360 0.62 0.05 0.49
O -2.37644 1.82404 2.39234 0.07 0.30 -1.03
C -2.60957 0.55332 2.79126 -3.12 1.14 -0.99
C -4.00621 0.03887 2.50415 -0.23 1.22 -0.57
O -1.82348 -0.09767 3.33947 3.13 -2.20 1.69
B -2.06977 0.52124 -2.57838 0.12 -1.45 -0.48
O -2.73894 -0.14209 -1.60775 0.11 0.47 0.19
N -1.45172 -0.14491 -3.69933 -0.17 -0.29 0.31
C -0.26999 -0.93520 -3.30606 0.74 0.07 -0.09
C -2.42775 -0.90738 -4.52796 -0.04 0.69 0.10
C -0.61792 3.18103 -3.42051 -1.19 -0.88 -0.04
F -0.64503 4.48891 -3.20528 0.00 0.95 0.14
F 0.55450 2.69850 -3.04574 0.91 -0.29 0.30
C -0.80287 2.90164 -4.94574 0.50 0.65 -0.03
F -2.05974 2.65499 -5.26497 -1.10 -0.29 0.19
F -0.05866 1.91641 -5.34903 0.63 -1.20 -0.06
F -0.42548 3.97022 -5.60414 0.22 1.09 -0.46
H -4.74594 4.67152 0.50854 0.30 0.08 -0.12
H -3.86015 5.76321 -0.66056 0.03 -0.26 0.21
H -5.15857 6.35422 0.38632 0.29 0.02 -0.11
H -6.87217 5.35280 -0.73946 0.09 0.03 -0.15
H -5.91122 5.95564 -2.04975 0.21 -0.14 0.04
H -6.79352 3.17239 -1.49051 0.12 0.19 0.27
H -6.06756 3.85399 -2.91628 -0.13 -0.18 0.16
H -4.28592 2.93109 -0.59481 -0.14 0.31 -0.07
H -4.90770 1.89643 -1.84484 0.04 0.11 0.18
H -3.91919 2.93711 -3.61240 0.20 0.24 0.00
H -3.41464 4.39581 -2.77074 0.30 -0.13 0.23
H -2.35174 2.24141 0.00877 -0.06 0.30 -0.09
H -1.59880 3.83564 -0.44293 -0.21 -0.16 0.33
H 0.54633 2.98363 -0.10135 -0.03 -0.14 0.15
H 0.21734 1.46569 -0.90453 -0.08 0.25 -0.06
H -0.67881 0.36688 0.95826 -0.18 0.18 0.20
H 0.78026 1.17679 1.47339 -0.17 -0.08 0.08
H -0.88285 3.19958 2.06611 -0.39 -0.09 0.08
H -0.49721 1.96731 3.24181 -0.07 -0.15 -0.14
H -4.58797 0.80306 1.97628 0.02 -0.13 0.14
H -3.94259 -0.82631 1.84281 0.05 -0.12 0.34
H -4.51363 -0.18442 3.44176 0.14 -0.27 -0.10
H -2.64004 -1.10002 -1.73328 -0.24 0.11 0.11
H 0.55223 -0.79707 -4.01736 -0.17 -0.05 0.03
H 0.13203 -0.64904 -2.32317 -0.17 0.12 -0.15
H -0.47831 -2.01210 -3.24672 -0.14 0.19 -0.01
H -2.50543 -0.43710 -5.51189 -0.08 -0.23 0.05
H -3.41104 -0.87132 -4.03874 0.00 -0.15 -0.34
H -2.14024 -1.95437 -4.64416 0.07 0.14 0.05
C 1.55690 -2.21373 3.68270 -0.13 0.13 -0.33
C 2.87665 -2.91050 3.43370 -0.22 0.13 0.71
O 2.97611 -3.32048 2.05535 0.16 -0.04 -0.47
C 3.33979 -2.38788 1.19048 -0.05 0.05 1.00
O 3.58504 -1.24207 1.44765 -0.02 -0.08 -0.48
C 3.44320 -2.99536 -0.21537 0.09 -0.39 -0.84
F 2.38684 -3.77999 -0.50044 0.15 0.23 0.17
F 4.54847 -3.74992 -0.33306 -0.22 0.22 0.19
F 3.49921 -2.04538 -1.15917 -0.04 -0.06 0.35
H 0.72411 -2.84685 3.37265 0.02 -0.06 0.12
H 1.44095 -1.97117 4.73840 0.04 -0.04 0.00
H 1.48967 -1.28934 3.10735 0.05 0.04 0.09
H 2.94089 -3.81817 4.02857 0.07 -0.14 -0.28
H 3.72354 -2.28397 3.70984 0.03 0.02 -0.25
C 7.70795 -5.00988 1.02216 -0.02 0.29 0.20
C 7.29546 -6.16386 1.91143 0.08 -0.12 -0.69
O 7.42857 -5.81679 3.30337 -0.13 0.05 0.41
C 6.43619 -5.11125 3.82891 0.08 -0.33 -0.80
O 5.45425 -4.74160 3.24825 0.02 0.13 0.38
C 6.70089 -4.86302 5.32003 0.26 0.25 0.98
F 7.96625 -4.47533 5.54324 -0.29 -0.10 -0.22
F 6.48711 -5.98212 6.03396 -0.02 0.16 -0.34
F 5.89504 -3.91056 5.80661 0.06 -0.23 -0.33
H 8.71725 -4.67891 1.27044 0.03 -0.11 -0.06
H 7.68057 -5.30714 -0.02584 0.00 -0.05 0.03
H 7.04574 -4.15420 1.15562 -0.07 -0.07 -0.05
H 7.95453 -7.01417 1.74681 0.06 0.03 0.29
H 6.27907 -6.49431 1.69750 -0.06 0.15 0.18